(1)
{
  "formula": "C4H13NO2",
  "method": "ωB97M-V/def2-TZVPD",
  "symbols": ["O", "O", "N", "C", "C", "C", "C", "H", "H", "H", "H", "H", "H", "H", "H", "H", "H", "H", "H", "H"],
  "positions_angstrom": [[3.58851, -0.40085, 1.03534], [-1.45032, 1.92858, -0.91990], [0.79526, -1.24124, 1.05550], [-0.23273, -0.17746, 1.24462], [-1.41210, -0.60313, 0.23264], [-1.19953, -0.37680, -1.24280], [-0.62519, 0.95242, -1.68251], [-2.33933, -0.18005, 0.73868], [2.64832, -0.50755, 1.18032], [-2.17617, -0.40340, -1.71846], [-0.64087, -0.17681, 2.23792], [-2.25584, 1.83194, -1.45936], [-0.53505, 1.37371, -2.72370], [3.86544, 0.19317, 1.73050], [0.06880, 0.91716, 1.23636], [-1.56825, -1.73040, 0.46481], [-0.66261, -1.15969, -1.76290], [0.55734, -2.20131, 1.54187], [0.36620, 1.26126, -1.19242], [0.81702, -1.52136, 0.10264]],
  "forces_ev_per_a": [[0.70, 0.15, -0.20], [-0.58, -0.45, -1.87], [0.28, -1.17, 2.47], [-1.15, -0.97, -1.57], [-0.38, -0.32, 3.59], [-0.16, 0.12, -1.79], [1.63, 3.29, 2.95], [0.79, 0.02, -1.53], [-0.89, -0.45, 0.03], [-0.40, -0.22, -0.11], [-0.21, -0.78, 0.61], [-0.16, 0.73, 0.86], [-0.44, -1.48, 0.64], [0.24, 0.19, 0.18], [0.38, -1.43, -1.03], [0.41, 1.68, -0.69], [0.34, -0.57, 0.25], [0.32, 2.90, -0.84], [-0.84, -1.34, -0.90], [0.13, 0.11, -1.02]],
  "total_charge": 0,
  "fmax_ha_per_bohr": 0.0915,
  "relative_energy_kcal_mol": 45.7,
  "smiles": "NCCCCO.O",
  "gap_ev": 10.203,
  "homo_energy_ev": -9.410
}

***

(2)
{
  "formula": "C4H13NO2",
  "method": "ωB97M-V/def2-TZVPD",
  "symbols": ["O", "O", "N", "C", "C", "C", "C", "H", "H", "H", "H", "H", "H", "H", "H", "H", "H", "H", "H", "H"],
  "positions_angstrom": [[2.06401, -1.55391, 2.11709], [-1.11871, 2.48294, 0.57887], [0.78766, -0.51382, -0.25690], [-0.70545, 0.87243, -1.69857], [0.18315, 0.85143, -0.45540], [-0.41832, 1.22300, 0.86893], [-0.17006, -1.61422, -0.27100], [-1.21242, 1.83525, -1.74550], [1.53088, -0.64659, -0.93038], [-1.90510, 2.57037, 1.13702], [1.85722, -2.47748, 2.28877], [-1.59573, 0.22671, -1.54257], [0.34092, -2.49588, 0.15189], [1.84895, -1.38530, 1.19076], [-0.54075, -1.94596, -1.25669], [-1.06156, 0.44066, 1.27203], [0.95840, 1.55899, -0.78254], [0.39524, 1.50289, 1.52725], [-0.23427, 0.54699, -2.61987], [-1.00404, -1.47850, 0.42680]],
  "forces_ev_per_a": [[0.24, -0.27, 0.42], [-0.48, -0.71, 0.69], [-0.15, 0.93, -0.08], [-2.35, -0.34, 1.29], [0.95, -1.71, -1.56], [-0.40, 2.25, -1.01], [0.52, -1.15, 0.13], [0.54, 0.30, -0.52], [-0.18, -0.18, -0.14], [0.40, -0.09, -0.12], [0.05, 0.07, -0.05], [0.49, -0.13, -0.13], [-0.08, 0.14, -0.22], [-0.28, 0.36, -0.05], [-0.07, 0.44, 0.24], [-0.02, 0.20, 0.04], [0.34, -0.23, 0.96], [0.05, -0.53, 0.47], [0.32, 0.26, 0.02], [0.11, 0.38, -0.37]],
  "total_charge": 0,
  "fmax_ha_per_bohr": 0.0526,
  "relative_energy_kcal_mol": 26.8,
  "smiles": "CN[C@@H](C)CO.O",
  "gap_ev": 10.055,
  "homo_energy_ev": -9.240
}

***

(3)
{
  "formula": "C4H13NO2",
  "method": "ωB97M-V/def2-TZVPD",
  "symbols": ["O", "O", "N", "C", "C", "C", "C", "H", "H", "H", "H", "H", "H", "H", "H", "H", "H", "H", "H", "H"],
  "positions_angstrom": [[-2.93632, -0.74961, -0.85963], [-2.05727, 0.03823, 1.08880], [-0.39577, -0.38167, -0.57696], [-0.02336, -0.46337, -1.96935], [1.93488, 0.66553, 0.47457], [1.87251, 0.31444, 1.94100], [-1.99178, 0.11540, -0.30746], [-0.87978, -0.46752, -2.64755], [2.33885, 1.66334, 0.29725], [1.26797, 1.04696, 2.48575], [2.86612, 0.28078, 2.40441], [2.56417, -0.03523, -0.07800], [-0.14594, -0.82888, 0.28799], [0.60262, 0.62082, -0.01154], [-2.45874, -1.59171, -0.91019], [-2.16961, 1.12871, -0.67794], [0.60469, 0.39016, -2.23579], [1.40899, -0.66849, 2.08254], [-2.95930, 0.29652, 1.34222], [0.55708, -1.37440, -2.13013]],
  "forces_ev_per_a": [[0.94, 0.13, -0.58], [-0.08, 0.48, -0.15], [-6.89, 2.07, 0.17], [0.83, -0.73, 0.42], [-2.88, 0.73, -1.25], [0.07, 0.06, 0.24], [2.98, -1.64, 0.41], [-0.10, -0.13, 0.32], [0.09, 0.02, 0.14], [0.08, -0.14, 0.03], [-0.14, -0.05, 0.06], [-0.17, -0.12, -0.15], [0.41, -1.01, -0.64], [4.53, 0.59, 1.24], [-0.46, -0.07, 0.05], [0.27, -0.18, -0.14], [0.13, 0.06, -0.01], [0.04, 0.04, 0.13], [0.38, -0.18, -0.02], [-0.03, 0.08, -0.29]],
  "total_charge": 0,
  "fmax_ha_per_bohr": 0.1400,
  "relative_energy_kcal_mol": 77.5,
  "gap_ev": 8.477,
  "homo_energy_ev": -7.768
}